1.
Computed, not measured: the molecule C3H5F3, with wB97M-V/def2-TZVPD.

Properties
orbital gap: 8.547 eV
E_LUMO: 0.028 Eh
M: 98.07 g mol⁻¹
E_HOMO: -7.776 eV
total charge: 0

Element x y z (Å)
F1 -1.729 1.129 0.123
F2 -0.311 -0.462 -0.456
F3 2.707 0.525 -0.539
C1 -1.617 -0.098 -0.443
C2 1.562 0.581 0.161
C3 0.948 -0.505 0.595
H1 1.226 1.602 0.313
H2 0.026 -0.412 1.161
H3 1.347 -1.495 0.401
H4 -2.180 -0.818 0.159
H5 -1.978 -0.046 -1.476


2.
Computed, not measured: the molecule C6H10N2S, with wB97M-V/def2-TZVPD.

Properties
structure (SMILES): CSn1cnc(C)c1C
orbital gap: 8.988 eV
E_LUMO: 0.021 Eh
M: 142.23 g mol⁻¹
E_HOMO: -8.411 eV
total charge: 0

Element x y z (Å)
S1 1.574 -0.893 -1.668
N1 0.137 -0.475 -0.785
N2 -2.040 -0.070 -0.441
C1 0.044 0.489 0.297
C2 -1.995 1.717 1.287
C3 -1.287 0.701 0.464
C4 1.724 -2.608 -0.896
C5 1.292 1.292 0.566
C6 -1.134 -0.629 -1.155
H1 -1.428 -1.388 -1.786
H2 -3.047 1.890 0.754
H3 2.252 0.707 0.560
H4 1.194 1.914 -0.278
H5 -2.132 1.445 2.337
H6 1.196 1.774 1.535
H7 2.727 -2.909 -1.080
H8 -1.512 2.650 1.365
H9 0.919 -3.217 -1.261
H10 1.515 -2.389 0.187


3.
Computed, not measured: a structure of composition C40H43BrN2OSTe2Ti, with wB97M-V/def2-TZVPD.

Properties
orbital gap: 6.075 eV
E_LUMO: -0.029 Eh
M: 982.84 g mol⁻¹
E_HOMO: -6.868 eV
total charge: 0

Element x y z (Å)
Te1 -3.137 0.419 1.966
Te2 -0.066 -1.806 0.368
Br1 -7.090 2.045 3.250
Ti1 -2.705 2.054 -0.390
S1 -1.985 -1.217 4.571
O1 -2.776 2.012 -2.293
N1 -4.751 1.752 -0.093
N2 -1.529 0.662 -0.960
C1 1.041 -4.682 0.377
C2 1.769 0.654 0.438
C3 -1.743 3.706 0.211
C4 2.122 -1.986 2.847
C5 -1.411 -0.115 -5.700
C6 1.374 5.226 0.734
C7 2.348 -0.924 -1.304
C8 -5.347 0.762 -0.804
C9 1.995 -3.277 2.100
C10 3.417 -0.108 -1.657
C11 2.760 -4.356 2.524
C12 1.533 -0.550 -0.232
C13 -0.511 0.665 5.439
C14 -1.134 1.162 4.270
C15 3.693 1.071 -0.983
C16 4.847 1.940 -1.388
C17 2.687 -5.599 1.911
C18 -1.346 -1.495 -5.575
C19 -1.976 0.252 3.686
C20 0.476 5.044 -0.496
C21 1.817 -5.740 0.844
C22 -1.770 0.069 -3.338
C23 0.094 6.408 -1.082
C24 2.115 -2.175 -2.095
C25 -0.882 -0.615 5.727
C26 1.203 4.202 -1.554
C27 -6.447 0.087 -0.355
C28 0.147 -4.987 -0.793
C29 -6.421 1.453 1.599
C30 -1.701 -1.315 -3.207
C31 -1.496 -2.096 -4.333
C32 -1.979 0.894 -2.135
C33 -1.635 0.672 -4.583
C34 -5.174 1.982 1.182
C35 1.136 -3.434 1.005
C36 3.524 -6.749 2.387
C37 2.855 1.435 0.057
C38 -0.740 4.324 -0.100
C39 0.887 1.156 1.538
C40 -7.030 0.483 0.864
H1 3.045 2.359 0.594
H2 4.049 -0.406 -2.486
H3 -1.446 -3.173 -4.241
H4 2.774 -2.201 -2.962
H5 0.569 4.041 -2.426
H6 0.730 -5.429 -1.603
H7 2.105 4.730 -1.871
H8 -0.966 2.150 3.867
H9 2.701 -2.134 3.757
H10 1.735 -6.702 0.349
H11 -0.357 -4.106 -1.181
H12 0.996 6.929 -1.406
H13 5.702 1.341 -1.702
H14 -0.566 6.287 -1.941
H15 4.006 -6.517 3.336
H16 -4.913 0.569 -1.780
H17 0.869 5.800 1.511
H18 -1.179 -2.108 -6.451
H19 -1.792 -1.759 -2.224
H20 5.167 2.583 -0.568
H21 2.282 5.758 0.444
H22 -0.614 -5.714 -0.508
H23 -6.884 -0.694 -0.956
H24 -1.289 0.347 -6.671
H25 -0.416 7.027 -0.343
H26 1.491 3.230 -1.154
H27 0.774 0.429 2.341
H28 -0.560 -1.225 6.552
H29 3.426 -4.225 3.370
H30 -4.813 2.892 1.643
H31 1.144 -1.589 3.125
H32 2.922 -7.647 2.525
H33 4.577 2.586 -2.226
H34 4.308 -6.989 1.666
H35 -1.701 1.748 -4.665
H36 0.179 1.232 6.044
H37 -7.953 0.037 1.207
H38 2.621 -1.224 2.244
H39 1.290 2.077 1.961
H40 1.655 4.260 1.149
H41 1.080 -2.240 -2.439
H42 -0.118 1.371 1.173
H43 2.308 -3.067 -1.496


4.
Computed, not measured: a cluster of 2 separate species, C6H12 in total, with wB97M-V/def2-TZVPD.

Properties
structure (SMILES): CC1(C)C=CC1.[H][H]
orbital gap: 9.655 eV
E_LUMO: 0.036 Eh
M: 84.16 g mol⁻¹
E_HOMO: -8.671 eV
total charge: 0

Element x y z (Å)
C1 -1.340 1.196 -0.733
C2 -1.276 -1.084 0.367
C3 0.669 0.504 0.678
C4 0.688 -0.528 -1.098
C5 1.519 -0.409 0.133
C6 -0.461 0.090 -0.205
H1 2.096 0.457 2.067
H2 -1.941 0.849 -1.576
H3 2.663 0.416 1.561
H4 2.235 -1.113 0.534
H5 -0.727 2.046 -1.051
H6 -1.970 -0.763 1.153
H7 0.984 0.232 -1.836
H8 -1.858 -1.547 -0.437
H9 -2.018 1.540 0.061
H10 0.564 -1.498 -1.577
H11 0.797 1.466 1.161
H12 -0.623 -1.852 0.799


5.
Computed, not measured: the molecule C5H8O, with wB97M-V/def2-TZVPD.

Properties
structure (SMILES): C[C@H]1CCC1=O
orbital gap: 10.365 eV
E_LUMO: 0.033 Eh
M: 84.12 g mol⁻¹
E_HOMO: -9.458 eV
total charge: 0

Element x y z (Å)
O1 2.053 -0.602 1.125
C1 -0.034 -0.473 -0.324
C2 -1.009 -1.557 0.097
C3 -0.452 0.995 -0.115
C4 1.030 1.411 -0.013
C5 1.275 -0.058 0.390
H1 0.236 -0.600 -1.383
H2 1.308 2.220 0.667
H3 -1.868 -1.547 -0.586
H4 -0.579 -2.560 0.069
H5 1.453 1.614 -1.004
H6 -0.934 1.097 0.864
H7 -1.398 -1.372 1.102
H8 -1.081 1.432 -0.889


6.
Computed, not measured: a structure of composition C28H31MnN7O3S2, with wB97M-V/def2-TZVPD.

Properties
orbital gap (spin up / spin down): 3.078 / 4.015 eV
E_LUMO (spin up / spin down): -0.378 / -0.344 Eh
M: 632.67 g mol⁻¹
E_HOMO (spin up / spin down): -13.361 / -13.364 eV
total charge: +2
2S+1: 2

Element x y z (Å)
Mn1 -1.399 -0.225 0.745
S1 -4.390 -5.123 -1.659
S2 -3.785 -0.173 0.892
O1 -4.254 -1.481 0.546
O2 -2.721 -0.230 1.953
O3 -3.087 0.523 -0.215
N1 2.140 7.238 2.515
N2 1.777 5.152 2.727
N3 -1.579 -1.809 -0.334
N4 -0.640 1.610 1.587
N5 1.674 6.369 3.280
N6 -1.596 -7.797 -4.014
N7 0.379 3.237 2.643
C1 -2.954 -2.781 -2.008
C2 2.350 5.279 1.484
C3 -3.061 -5.949 -3.966
C4 -3.251 -6.160 -2.611
C5 1.350 3.977 3.422
C6 3.852 -0.662 0.500
C7 -5.146 0.839 1.458
C8 1.332 0.943 2.966
C9 2.592 6.672 1.363
C10 2.925 -0.680 -0.725
C11 0.391 -0.315 0.065
C12 0.369 1.913 2.397
C13 3.292 0.474 -1.670
C14 3.032 -2.038 -1.430
C15 3.467 6.315 -0.796
C16 1.556 -0.481 -0.287
C17 2.658 4.394 0.461
C18 -1.750 -2.890 0.429
C19 -1.776 -8.015 -2.733
C20 -2.548 -3.949 0.040
C21 -2.611 -7.206 -1.969
C22 -3.200 -3.872 -1.185
C23 -1.289 2.784 1.305
C24 3.167 7.202 0.211
C25 3.219 4.941 -0.673
C26 -0.668 3.798 1.961
C27 -2.205 -6.818 -4.637
C28 -2.130 -1.773 -1.546
H1 -1.232 -2.903 1.387
H2 -3.571 -5.161 -4.496
H3 2.338 1.107 2.581
H4 -0.884 4.843 2.009
H5 -1.251 -8.854 -2.300
H6 -2.121 2.823 0.629
H7 -2.698 -4.792 0.696
H8 3.364 8.259 0.128
H9 4.049 -2.181 -1.783
H10 2.205 3.323 3.631
H11 -1.921 -0.893 -2.144
H12 3.138 1.427 -1.172
H13 1.362 1.014 4.051
H14 2.452 3.338 0.544
H15 3.513 -1.371 1.250
H16 -5.825 0.947 0.621
H17 2.358 -2.094 -2.281
H18 -2.768 -7.407 -0.921
H19 1.019 -0.062 2.675
H20 0.917 4.324 4.370
H21 2.790 -2.842 -0.740
H22 -2.016 -6.722 -5.697
H23 -5.634 0.323 2.273
H24 -4.767 1.804 1.776
H25 4.336 0.391 -1.960
H26 3.904 6.684 -1.711
H27 2.674 0.448 -2.562
H28 4.853 -0.943 0.188
H29 3.898 0.331 0.937
H30 3.474 4.296 -1.500
H31 -3.443 -2.687 -2.965